Density functional theory data (ωB97M-V/def2-TZVPD) for C26H15AsF3N2O7Pd as an isolated structure.

Kohn-Sham gap (alpha / beta) = 6.120 / 6.208 eV
strongest force on any atom = 1.9 eV Å⁻¹
total energy = -4299.1084 Ha
total charge = -1
lowest unoccupied orbital energy (alpha / beta) = 0.74 / 0.83 eV

Structure (XYZ):
```
55
Properties=species:S:1:pos:R:3:forces:R:3
Pd 1.53663 1.00350 -0.57266 1.42 1.27 0.03
O -1.12779 2.12321 -3.41360 -0.14 -0.01 -0.52
C -0.49431 2.33258 -2.38532 -0.95 0.48 0.51
O 0.75867 2.20819 -2.27133 1.20 -0.34 0.31
C -1.30859 2.88628 -1.18959 0.29 -0.17 -0.38
C -2.49718 3.47477 -1.53366 -0.19 0.06 0.02
C -3.30188 4.12945 -0.59052 1.13 -0.47 0.46
C -2.85840 4.24812 0.71741 -0.18 0.08 0.03
C -1.67628 3.64768 1.09906 -0.25 -0.24 -1.02
C -0.87987 2.85368 0.19039 -0.19 0.18 0.13
O 0.08333 2.18687 0.64662 0.63 -0.20 -0.41
N -1.24799 3.83794 2.44801 0.01 0.11 0.44
O -1.78156 4.74877 3.06774 -0.14 0.36 0.40
O -0.39387 3.12247 2.92495 0.07 -0.09 0.29
N -4.55368 4.67520 -0.96497 -0.47 0.21 -0.04
O -5.23774 5.19608 -0.09588 -0.22 0.16 0.10
O -4.90239 4.59200 -2.13132 -0.09 0.01 -0.22
H -2.81724 3.42557 -2.56672 0.09 -0.01 0.08
H -3.43559 4.79421 1.44997 0.03 -0.03 -0.08
C -1.74164 -4.97271 2.49891 -0.05 -0.01 0.02
C -1.85028 -4.57535 1.17736 -0.05 -0.10 -0.04
C -1.29467 -3.37754 0.75686 0.11 0.20 -0.21
C -0.62340 -2.55844 1.65422 0.06 0.32 -0.01
C -0.55260 -2.95042 2.99023 0.19 0.36 -0.11
C -1.09943 -4.14930 3.40994 0.01 -0.08 0.08
As 0.19084 -0.77868 1.19897 -0.48 -1.20 0.34
C 1.99115 -1.49550 0.86485 -0.04 0.31 -0.51
C 2.91979 -1.90402 1.80342 0.14 0.02 0.23
C 4.18597 -2.31126 1.40286 -0.26 -0.01 0.17
C 4.53479 -2.28250 0.06276 -0.01 0.05 -0.33
C 3.62070 -1.87253 -0.89260 0.06 0.12 0.01
C 2.33704 -1.48567 -0.50607 -0.02 -0.11 0.37
C 1.22870 -1.13911 -1.41491 -0.68 -0.45 -0.19
C 1.26441 -1.18206 -2.81217 -0.07 -0.08 0.05
C 0.11800 -0.92617 -3.54197 0.26 -0.05 0.14
C -1.08117 -0.64555 -2.90302 -0.16 -0.03 0.34
C -1.13664 -0.58406 -1.51803 -0.22 0.00 -0.19
C 0.00428 -0.82428 -0.75662 0.35 -0.22 0.05
H -2.16677 -5.91308 2.82067 -0.05 -0.04 0.03
H -2.37669 -5.19972 0.46904 -0.01 -0.05 -0.07
H -1.38302 -3.07873 -0.28153 0.00 -0.03 -0.01
H -0.05967 -2.29201 3.70119 -0.07 -0.10 0.06
H -1.03884 -4.43767 4.44963 0.04 -0.02 0.08
H 2.65359 -1.91079 2.85331 0.05 0.01 0.03
H 4.90465 -2.65200 2.13413 0.03 0.01 0.09
H 5.52921 -2.57706 -0.24395 0.03 -0.01 0.00
H 3.91146 -1.83233 -1.93332 -0.01 -0.04 -0.05
H 2.18649 -1.42264 -3.32071 0.09 0.05 -0.04
H 0.16191 -0.92165 -4.62075 0.00 -0.01 -0.06
H -1.96134 -0.43443 -3.48997 -0.04 0.06 0.03
H -2.07327 -0.35003 -1.02486 0.02 0.07 -0.03
F 4.21504 1.27901 -0.94212 -0.56 0.37 0.19
C 3.31251 1.84884 -0.06061 0.55 -0.45 0.09
F 3.67157 3.14118 0.03580 -0.81 -0.56 -0.23
F 3.63306 1.28169 1.15053 -0.39 0.32 -0.43
```
Positions in Å, forces in eV/Å.

Electronic structure analysis, Löwdin charges in units of e: 0.959 0.002 -0.650 -0.084 -0.036 0.057 -0.165 0.076 -0.076 -0.295 -0.155 -0.364 0.028 0.074 -0.381 0.039 0.049 0.125 0.126 -0.104 -0.095 -0.102 -0.365 -0.139 -0.101 1.376 -0.330 -0.094 -0.077 -0.077 -0.026 -0.238 -0.291 -0.018 -0.050 -0.075 -0.092 -0.411 0.096 0.099 0.092 0.092 0.098 0.103 0.101 0.103 0.111 0.109 0.113 0.113 0.123 0.025 -0.527 0.091 0.039